Record 1
C7H14N2 | wB97M-V/def2-TZVPD

Each line ends with the Mulliken charge.
Geometry (Å):
H -1.5329 -1.5947 -0.4464  -0.041
H -0.5715 -1.9720 -0.4045  0.369
H 2.8355 -0.3614 -0.5122  0.389
C 2.6577 0.5589 -0.1622  -0.897
H 1.3913 -0.9714 1.7687  0.428
N -1.5364 1.6957 -0.0260  -0.658
C -0.7186 -0.0241 1.2856  -1.196
C 0.4910 -1.2394 -0.4456  -0.383
H 3.6063 0.8514 0.5817  0.207
H -0.9800 2.2808 0.9901  0.331
H 1.1267 -1.7160 -1.3427  0.185
C -2.1848 -0.5992 -0.4261  -1.032
H -2.9681 -0.3443 -1.3378  0.264
H 2.4752 1.2703 -1.0163  0.330
C -1.0166 0.4207 -0.1573  0.625
H 0.4673 0.6819 -1.7704  0.747
N 1.2370 0.5745 0.2084  -0.166
C 0.7075 -0.6084 0.9948  -0.150
C 0.4418 0.1761 -0.8486  -0.608
H -1.2534 2.0447 -1.0092  0.351
H -2.7869 -0.7075 0.4730  0.334
H -1.1295 -1.1467 1.4483  0.263
H -0.7586 0.7302 2.1547  0.309

Calculated values
HOMO: -8.14 eV
F_max: 0.1184 hartree/bohr
Kohn-Sham gap: 9.053 eV
lowest unoccupied orbital energy: 0.92 eV
calculated total energy: -10457.3651 eV


Record 2
C7H14N2 | wB97M-V/def2-TZVPD

Each line ends with the Mulliken charge.
Geometry (Å):
C -1.8492 -1.0228 0.0127  -0.324
C -1.8441 0.9428 -0.9332  -0.414
C -0.7830 0.8238 -0.0939  0.081
H 1.2329 1.0271 -0.0357  -0.080
H 2.7717 -3.5842 1.6369  0.287
N -0.7643 -0.4486 0.4442  -0.484
H 1.4613 3.2103 -1.0958  0.374
H 2.8773 -1.8163 -0.4816  0.356
C 0.4089 1.7376 0.0414  0.338
C 0.4239 2.9032 -0.9302  -1.358
H -2.0834 -2.0701 0.1469  0.393
C 2.4141 -1.7508 0.4976  -0.486
H 2.8344 -2.1095 2.5447  0.278
H 0.0484 2.5467 -1.8915  0.359
H 4.2136 -2.5156 1.5279  0.279
H 0.4756 2.0478 1.0930  0.284
N -2.5394 -0.2495 -0.8505  -0.115
H 2.3240 -0.7215 0.8358  0.072
H -0.0737 3.8093 -0.6143  0.284
H -3.5292 -0.3869 -0.9798  0.242
C 3.1278 -2.5592 1.5907  -0.960
H -2.1122 1.7421 -1.5981  0.411
H 1.3989 -2.1274 0.4231  0.183

Calculated values
HOMO: -8.68 eV
F_max: 0.0294 hartree/bohr
Kohn-Sham gap: 9.596 eV
lowest unoccupied orbital energy: 0.92 eV
SMILES string: CCc1c[nH]cn1.CC
calculated total energy: -10465.9596 eV


Record 3
C7H14N2 | wB97M-V/def2-TZVPD

Each line ends with the Mulliken charge.
Geometry (Å):
H -0.3207 -0.3464 -2.0988  0.298
H -0.0016 -3.2369 -0.6880  0.351
H 0.9934 0.0812 -0.9806  0.131
H 1.6448 1.7305 -2.5683  0.301
H -1.1095 -2.3261 2.7221  0.357
C 1.5377 1.1993 -0.4612  -0.689
H -0.3536 -3.8512 1.0363  0.264
H 0.4605 2.6585 -1.6508  0.277
C 1.4543 2.2055 -1.6018  -0.978
N -0.5813 -0.7239 -0.2296  0.453
H 2.5166 0.7065 -0.4162  0.401
H -2.0589 -0.9724 2.0910  0.292
C -1.4136 1.5533 0.3867  -0.916
C -0.3108 -3.0372 0.3267  -0.852
H -2.4844 1.4801 0.2188  0.307
H 2.1776 3.0188 -1.4873  0.342
H -0.3834 -0.7180 2.5575  0.311
N 0.1471 -0.9100 -1.3871  -1.066
C -0.6149 0.5406 0.1737  0.314
H 1.4150 1.6870 0.5040  0.388
C -0.6249 -1.8047 0.7162  0.716
C -1.0692 -1.4345 2.0991  -1.283
H -1.0203 2.4999 0.7376  0.282

Calculated values
HOMO: -8.24 eV
F_max: 0.0073 hartree/bohr
Kohn-Sham gap: 8.797 eV
lowest unoccupied orbital energy: 0.55 eV
calculated total energy: -10460.4987 eV


Record 4
C7H14N2 | wB97M-V/def2-TZVPD

Each line ends with the Mulliken charge.
Geometry (Å):
C 0.6630 1.3267 0.9775  -1.415
N -0.2685 -0.2581 -0.7759  -0.568
H 0.6139 1.2819 2.0658  0.495
H 2.3704 -2.8207 0.1584  0.284
C 0.5928 -1.6786 0.1749  0.683
H -2.1475 1.8407 -1.4998  0.220
H -2.2954 -0.1935 0.6292  0.249
H -0.7245 -2.2672 1.7696  0.245
H 0.1317 -3.5989 1.0092  0.406
C -0.2504 2.5011 -2.1556  -0.622
H 1.6469 0.9655 0.6906  0.247
C -0.3501 -2.6342 0.8100  -1.250
H 2.5310 -1.1000 -0.4496  0.218
H -1.5503 0.5466 2.0337  0.175
H 0.6252 2.3853 0.7208  0.319
N -1.5479 0.3358 1.0509  -0.350
H 0.5297 0.0184 -1.3317  0.329
H 0.8326 2.4382 -2.0552  0.188
C -0.4372 0.5532 0.3019  0.827
C -1.0662 1.7869 -1.3993  -0.338
C 1.8916 -1.8551 -0.0033  -0.892
H -0.5920 3.2496 -2.8711  0.269
H -1.1990 -2.8238 0.1489  0.283

Calculated values
HOMO: -6.70 eV
F_max: 0.1184 hartree/bohr
Kohn-Sham gap: 7.538 eV
lowest unoccupied orbital energy: 0.84 eV
calculated total energy: -10460.4577 eV


Record 5
C7H14N2O2 | wB97M-V/def2-TZVPD

Each line ends with the Mulliken charge.
Geometry (Å):
H -3.8611 -2.4235 0.6554  0.217
H -0.9708 2.5731 1.2346  0.389
C -3.8784 -2.2308 -0.4214  -0.831
N 1.0870 2.0224 0.2893  -0.152
H 1.0593 -1.3180 0.8223  0.256
C -4.1229 -0.7536 -0.6767  0.568
H -2.9237 -2.5555 -0.8462  0.232
C -0.5658 0.2348 0.3774  -0.354
H 2.1120 0.7768 -1.4000  0.333
H -1.3838 -0.3309 0.9953  0.378
H 4.3060 0.3723 -1.0637  0.248
H -4.6783 -2.8233 -0.8754  0.305
H 1.6281 2.9366 0.3439  0.318
H -1.0963 0.3434 -0.6806  0.209
O -5.2100 -0.3088 -0.2125  -0.710
H 2.8779 0.1499 1.6485  0.283
H 3.4209 1.8304 0.9093  0.253
C -0.2246 1.8114 0.7224  -0.130
H 0.6375 -1.0438 -1.1453  0.293
C 1.7477 0.7561 -0.2880  0.050
O -3.2124 -0.1592 -1.3180  -0.724
C 0.8047 -0.6057 -0.0732  -0.596
N 4.2141 -0.0394 -0.0981  -0.575
H 5.1000 0.0747 0.4531  0.261
C 3.1330 0.7107 0.6478  -0.519

Calculated values
HOMO: -6.67 eV
F_max: 0.0852 hartree/bohr
Kohn-Sham gap: 4.643 eV
lowest unoccupied orbital energy: -2.02 eV
calculated total energy: -14555.6070 eV


Record 6
C7H14N2O3 | wB97M-V/def2-TZVPD

Each line ends with the Mulliken charge.
Geometry (Å):
C 2.0304 1.5317 -0.1490  -0.818
H -1.9414 -0.3917 -1.5947  0.352
C -1.9272 0.8242 0.0246  -0.779
O 4.0472 -1.2017 0.4268  -0.602
N 3.1379 -0.7077 -0.1457  1.061
H -2.0868 -2.4912 -0.5239  0.279
O 2.7083 0.4206 0.5488  -0.318
H 0.2321 2.1675 -0.8640  0.267
N -1.9158 -1.7142 0.1055  -0.531
H 0.1651 -2.5093 0.3922  0.353
H -2.0190 1.5472 -0.7863  0.281
H 2.1952 2.3335 0.5226  0.399
H 0.2787 0.3890 -1.2478  0.324
H 0.8382 -0.5270 1.6529  0.370
H -3.4763 -0.5214 -0.8238  0.400
H -0.5402 1.5977 1.3274  0.524
C -0.4722 -1.5835 0.2162  -0.710
C -2.4028 -0.4363 -0.5531  -0.729
H -2.5828 1.0191 0.8906  0.364
C -0.2044 -0.5110 1.3084  -0.935
H 2.4958 1.7066 -1.0941  0.407
C 0.4951 1.1659 -0.4736  -0.659
O 2.5142 -1.0642 -1.1075  -0.491
H -0.9709 -0.6201 2.0909  0.504
H -0.0920 -1.2373 -0.7382  0.418
C -0.5066 0.8135 0.5947  0.269

Calculated values
HOMO: -8.88 eV
F_max: 0.0889 hartree/bohr
Kohn-Sham gap: 9.435 eV
lowest unoccupied orbital energy: 0.55 eV
SMILES string: O=[N+]([O-])OCCC1CCNCC1
calculated total energy: -16603.4007 eV


Record 7
C7H14N2O3S | wB97M-V/def2-TZVPD

Each line ends with the Mulliken charge.
Geometry (Å):
H -1.6569 1.4679 1.3794  0.396
C 0.2922 2.3872 1.6717  -0.690
H -0.2335 3.2203 2.1666  0.351
C -0.8059 -1.3086 -1.4482  0.770
H 3.6885 2.3018 0.1584  0.382
H 2.4038 1.1730 -0.2366  0.310
H 0.6441 1.7058 2.4864  0.339
H -2.2228 -2.9143 -1.2519  0.342
H 0.6574 0.4497 -0.2919  0.062
H -0.9536 2.1557 -0.0561  0.361
H -2.0480 -0.7720 0.0823  0.340
C 0.2443 -0.7169 1.5011  0.328
H -0.5966 -3.4777 -3.0131  0.290
O 1.4442 -0.3470 2.0584  -0.311
S 1.6074 3.2301 0.7781  -0.080
C -1.8769 -2.2099 -2.0193  -0.872
H -1.2896 -2.3515 -3.9077  0.282
N -1.2192 -0.4561 -0.4459  -0.237
H 2.9095 1.3113 1.3878  0.196
H 1.6014 -0.9905 2.7354  0.309
N -1.4998 -3.0083 -3.2033  -0.643
C 2.7237 1.8818 0.4918  -0.783
O -0.4448 -1.6327 1.9028  -0.574
H -2.7700 -1.6086 -2.2751  0.347
C -0.7261 1.6090 0.8569  -0.976
O 0.3552 -1.3298 -1.8611  -0.654
C -0.2277 0.2301 0.3531  0.413

Calculated values
HOMO: -8.73 eV
F_max: 0.0362 hartree/bohr
Kohn-Sham gap: 9.269 eV
lowest unoccupied orbital energy: 0.54 eV
SMILES string: CSCC[C@H](NC(=O)CN)C(=O)O
calculated total energy: -27444.6917 eV


Record 8
C7H14N2O4S | wB97M-V/def2-TZVPD

Each line ends with the Mulliken charge.
Geometry (Å):
H 4.0108 1.1584 0.9315  0.344
H -2.2177 1.3057 -2.1465  0.381
C -4.3155 -0.2863 -0.9606  -1.169
H -4.5649 -1.3598 -0.6972  0.320
H -4.9591 0.4818 -0.3337  0.195
C -2.2329 -0.4800 0.6126  1.062
H 3.2971 -1.1393 0.7984  0.397
C -2.7466 -0.1181 -0.8160  -0.372
H -2.4063 -1.5089 1.1168  0.346
H 0.9782 -0.7739 -1.5543  0.178
H -2.4961 -0.7487 -1.7048  0.520
H -1.9171 0.9374 2.4465  0.269
N 0.2224 0.1543 0.2372  -0.237
C 2.2347 -1.1268 0.3988  -0.729
H 1.5738 0.3501 1.7918  0.303
N -2.8058 0.5343 1.4658  -0.818
O -0.3665 -1.3408 1.8008  -0.681
H -4.6590 -0.0395 -1.9924  0.393
C 2.2961 1.3310 0.0742  0.643
S 2.2901 -1.6684 -1.2774  -0.299
H 1.8114 -1.8425 1.0882  0.500
H -0.0216 1.0645 -0.2813  0.392
O 3.5846 1.6544 0.2387  -0.475
C 1.5855 0.1729 0.6853  -0.141
C -0.6837 -0.5008 0.9350  -0.435
O -2.3118 1.2584 -1.0301  -0.611
O 1.5192 1.9693 -0.6533  -0.612
H -3.2165 1.7082 0.6298  0.335

Calculated values
HOMO: -8.74 eV
F_max: 0.1130 hartree/bohr
Kohn-Sham gap: 8.888 eV
lowest unoccupied orbital energy: 0.15 eV
calculated total energy: -29485.5723 eV


Question: Among the records above, which one has the lowest lowest unoccupied orbital energy?
Answer: C7H14N2O2